A 9-piece molecular cluster, C52H131N9O17 overall at a distorted geometry. Source: the OMol25 dataset; level of theory: ωB97M-V/def2-TZVPD.

Calculated values
LUMO level	0.47	eV
E_HOMO	-8.17	eV
E	-3831.30429	hartree
relative energy (zero: lowest compared OMol25 entry of this formula, charge and spin)	22.92	kJ/mol
HOMO-LUMO gap	8.6	eV
structure (SMILES)	COC[C@H](C)N.COCCNCCOC.COCCNCCOC.COCCNCCOC.COCCNCCOC.COCCNCCOC.COCCNCCOC.COCCNCCOC.COCCNCCOC

XYZ file:
```
209
Properties=species:S:1:pos:R:3:forces:R:3:lowdin_charge:R:1
O 0.8550 1.0477 3.5932 -0.66 -0.08 0.25 -0.2193
O -3.4797 9.2126 -2.3519 0.74 0.93 0.87 -0.1655
O -5.8873 3.3691 -3.7660 -0.58 0.31 0.73 -0.1727
O 1.8414 -5.4953 -4.1517 -0.28 1.09 0.07 -0.2246
O 2.9616 -10.3562 -0.6041 -0.52 0.02 0.26 -0.2077
O -4.7709 -2.8430 1.0977 -0.62 0.71 -0.17 -0.1735
O -4.9400 1.5915 0.5033 -0.58 -0.09 0.12 -0.1819
O -0.0127 -3.4789 3.2450 0.30 -0.09 0.41 -0.1628
O -4.7641 -0.4220 -3.3807 -0.13 -0.45 0.07 -0.2269
O -1.0436 4.0512 -1.3442 0.06 0.41 0.09 -0.1817
O 6.8268 5.4848 4.9405 0.69 -0.95 0.64 -0.1905
O 3.5954 -4.1049 0.3851 0.17 -0.90 -0.42 -0.1972
O -0.7619 -7.6070 -0.5891 -0.23 -0.39 -0.29 -0.2338
O -1.3026 5.2581 3.9064 -0.41 -0.64 0.12 -0.1952
O 3.1979 5.0560 1.7042 -0.24 -0.21 -0.21 -0.2045
O 0.4443 -1.8462 -1.5104 0.25 -0.85 -0.38 -0.2598
O 4.9672 0.4123 1.1117 -0.40 0.10 0.27 -0.2194
N -1.9728 -0.4297 -2.2151 0.41 -0.19 -0.05 0.0570
N 0.3012 -9.9198 0.6573 0.83 -0.37 -0.63 -0.0468
N 3.2134 -6.1766 -1.8106 0.78 -0.89 0.21 -0.0560
N -2.3474 -1.8316 2.2050 0.64 0.57 0.17 -0.0436
N -3.4065 4.3620 2.3070 0.45 0.88 -0.41 -0.0398
N 0.6684 0.8884 -1.5378 0.33 -0.39 0.05 -0.0440
N -4.6411 6.6619 -4.6073 0.66 -0.38 -0.46 -0.0808
N 3.7214 0.7822 3.6435 0.00 0.44 -0.68 -0.0374
N 4.2853 7.4856 3.3924 -0.23 -0.49 1.19 -0.0601
C 0.3659 -3.1172 -2.1813 -0.14 0.58 0.63 -0.0655
C -2.9341 9.2600 -1.0317 -0.22 0.22 0.18 -0.0937
C 4.1121 -5.4364 0.3355 0.07 -0.07 0.22 -0.2133
C 1.5882 1.1828 4.7945 -0.53 -0.42 -0.12 -0.2478
C 5.5977 -0.3248 0.0890 0.90 0.46 0.63 -0.1153
C -5.1188 1.2140 -0.8344 -0.12 0.55 -0.72 -0.1187
C -6.0994 2.1856 -4.4316 0.21 -1.23 -1.32 -0.1454
C -1.2508 -0.0884 -4.5142 1.06 0.50 -1.19 -0.0606
C -2.0295 4.4141 1.8035 -0.48 -0.59 0.22 -0.2031
C -4.6316 7.9586 -4.0014 -0.50 0.27 0.14 -0.2264
C 4.0376 -10.9978 -1.2178 0.72 -0.34 -0.49 -0.1353
C -4.1097 2.7175 0.6203 0.74 -0.40 -1.06 -0.2487
C 3.1095 -6.3363 -0.3539 -0.20 0.68 -0.72 -0.1963
C -1.2577 5.4792 2.5208 0.86 0.49 -0.60 -0.2333
C -5.2120 5.6060 -3.7673 0.85 1.05 -0.94 -0.1870
C 2.1224 -4.8644 -5.4092 -1.33 -0.95 0.62 -0.0769
C -1.4790 -8.3029 0.4295 0.00 1.34 -0.66 -0.2183
C 1.7502 -1.3031 -1.3384 -0.47 0.43 0.35 -0.1836
C -0.4858 -3.4312 1.9253 -0.15 -0.68 -0.62 -0.2213
C 2.5996 4.2518 0.7109 -0.75 -0.06 0.21 -0.1121
C -1.4859 -6.5338 -1.1751 1.39 -0.19 1.03 -0.0852
C -5.4360 4.3870 -4.6053 -0.58 -0.20 -0.54 -0.2397
C -1.1898 -2.1742 1.4163 0.25 -0.80 -0.69 -0.2181
C 6.3690 6.5931 4.2490 0.36 0.40 -0.10 -0.2676
C 4.9511 6.2924 3.8699 0.41 0.27 -0.28 -0.2020
C 2.4442 -7.1923 -2.5446 -0.55 1.71 0.13 -0.1837
C 3.0686 6.4296 1.4571 0.32 0.87 -0.65 -0.2411
C -2.1895 4.4777 -2.0094 -0.52 1.02 -1.04 -0.1408
C 2.4136 -11.0954 0.4873 0.61 -0.29 0.12 -0.2217
C -5.7974 -3.4047 0.3034 0.41 -0.99 -0.21 -0.1096
C -4.0783 3.1207 2.0455 -0.28 -0.92 1.67 -0.2255
C -3.5962 -0.9075 -4.0114 0.32 0.25 -0.80 -0.1953
C -0.2564 5.8640 4.6126 0.38 -0.26 -0.57 -0.1042
C -0.5308 0.7193 3.8138 0.90 1.04 0.00 -0.0884
C 0.4603 2.2028 -0.9987 -0.46 0.91 -0.29 -0.2100
C 1.5167 0.0527 -0.7001 0.15 0.51 0.18 -0.1963
C -2.4107 -0.0445 -3.5796 -0.13 -0.26 1.70 -0.4130
C 1.0507 -2.6122 3.5521 0.16 1.27 0.20 -0.0946
C -5.9749 -1.0447 -3.7811 0.54 -0.68 -0.84 -0.1068
C 1.5561 -10.1940 1.3439 0.25 -0.04 -0.77 -0.2130
C -3.3122 -0.9632 1.5370 -0.79 -1.02 0.88 -0.1807
C -3.7618 7.9377 -2.7843 -0.30 -1.40 0.54 -0.2953
C 8.2238 5.4884 5.1059 0.17 -0.43 0.24 -0.1172
C 2.9277 1.7272 4.4267 0.68 -0.11 0.47 -0.2267
C -0.4448 -8.9005 1.3139 -0.61 0.39 1.06 -0.2533
C 3.0415 7.2347 2.7477 -0.52 0.46 -0.81 -0.2199
C -4.2048 -1.6898 0.5157 1.13 0.61 -0.43 -0.2249
C 5.0055 1.4032 3.2735 -0.81 0.13 -0.17 -0.2166
C 4.2179 -3.3192 1.3499 0.26 0.29 0.68 -0.1377
C 2.4055 -6.7614 -3.9965 0.87 -0.48 -0.66 -0.2516
C 5.7570 0.5503 2.2923 0.48 0.23 -0.64 -0.2207
C -0.5956 2.8430 -1.8761 -0.53 -0.94 -0.14 -0.2377
H -5.6445 8.2314 -3.6692 -0.08 0.36 -0.10 0.1226
H -3.6891 -0.8702 -5.1151 -0.17 0.05 0.26 0.1308
H -2.7464 0.9941 -3.4575 -0.25 -0.07 -0.51 0.1244
H -2.1774 -9.0279 -0.0006 0.07 -0.10 0.02 0.1295
H 2.4474 0.6046 -0.5118 0.14 -0.32 -0.27 0.1160
H -5.5909 2.0109 -1.4382 0.14 0.04 0.26 0.0907
H -6.3034 -4.1200 0.9531 -0.10 0.02 -0.18 0.0872
H 5.2991 -3.4823 1.4623 0.01 -0.08 -0.47 0.0918
H 0.2045 -8.0844 1.6637 -0.04 0.13 0.05 0.1236
H -2.7160 -0.8704 -1.6906 0.02 0.03 -0.01 0.0387
H -2.0620 4.6633 -3.0974 0.41 -0.53 0.17 0.1019
H -0.7953 -1.0762 -4.6401 -0.32 -0.10 0.05 0.0829
H 1.2879 2.9100 -1.1138 0.58 -0.62 0.35 0.1055
H -0.4297 -1.3986 1.2524 -0.42 0.42 0.51 0.0980
H -0.4204 0.5692 -4.2320 -0.22 -0.12 0.57 0.0740
H -6.3604 1.3895 -3.7423 0.10 0.30 0.20 0.0584
H -1.1926 -4.2707 1.8689 -0.06 0.14 0.07 0.1193
H -3.3280 4.5646 3.2971 -0.40 -0.27 0.00 0.1030
H -2.0394 -7.5183 0.9566 -0.17 -0.40 0.33 0.1189
H -0.6333 -0.0052 4.6295 -0.11 -0.32 -0.47 0.0899
H 1.8301 -11.9465 0.1078 0.09 0.08 0.06 0.1296
H -2.3334 -6.9028 -1.7492 -0.08 0.32 -0.21 0.0927
H -1.9843 4.5837 0.7253 -0.09 0.08 0.13 0.0979
H -6.8666 2.1987 -5.2265 -0.24 0.51 0.33 0.0979
H -4.3198 7.3739 -2.0168 0.11 0.16 0.20 0.1214
H -4.1604 0.9879 -1.3312 -0.22 -0.21 0.22 0.0800
H -1.5178 3.4481 1.9849 0.03 0.11 -0.02 0.1233
H 3.8428 -12.0291 -1.5536 -0.34 0.13 0.25 0.0908
H -3.0342 3.7832 -1.9146 0.07 0.04 0.24 0.0774
H 1.4306 -7.1989 -2.1026 0.07 -0.70 -0.32 0.1087
H -5.8324 -2.0713 -4.1686 0.26 0.12 0.55 0.0925
H 4.3551 -5.8190 1.3419 -0.35 0.26 -0.03 0.1233
H -1.0802 1.6237 4.1286 0.10 -0.13 -0.14 0.0847
H -4.5735 3.9912 -5.1571 0.41 0.55 0.17 0.1293
H 4.8875 -0.4702 -0.7178 -0.06 -0.19 0.00 0.0821
H 0.3119 -3.7024 1.2088 0.07 0.29 0.16 0.1182
H 0.8486 -3.1359 -3.1673 0.03 0.21 0.20 0.0751
H -6.6289 -1.0880 -2.9142 -0.23 0.19 -0.15 0.0874
H -0.6939 -6.0255 -1.7250 -0.55 0.13 -0.70 0.0694
H -5.0067 6.7413 -5.5434 -0.36 -0.44 0.04 0.1088
H 1.6641 -3.8778 -5.3465 0.64 0.25 0.08 0.0737
H -6.1792 4.6439 -5.3821 -0.12 -0.22 0.09 0.1309
H 0.7991 -3.9098 -1.5537 -0.10 0.10 -0.15 0.0800
H -5.1029 3.0980 2.4317 -0.06 0.60 -0.18 0.1276
H -0.8687 0.4081 2.8303 -0.44 -0.43 0.31 0.0654
H -3.5608 -1.9807 -0.3385 -0.40 -0.13 0.01 0.1031
H 4.9306 -11.0387 -0.5734 -0.21 0.07 0.06 0.0906
H 5.6110 1.6504 4.1486 -0.02 -0.33 0.07 0.1237
H 3.4640 -6.7129 -4.3100 -0.11 -0.08 -0.11 0.1221
H -2.1473 8.5122 -0.8423 -0.22 0.03 -0.33 0.0857
H 1.8310 -2.5298 2.7800 -0.33 -0.25 -0.10 0.0773
H 2.9459 4.4570 -0.3095 0.35 -0.05 0.16 0.0944
H -0.1825 2.9793 -2.8853 0.00 0.07 0.01 0.1335
H 3.2476 -11.4735 1.1021 -0.14 -0.04 -0.11 0.1225
H -5.8068 0.3712 -0.8698 0.22 -0.08 0.00 0.0761
H 0.6186 -9.5286 -0.2340 -0.45 -0.15 0.01 0.1085
H 8.4845 4.6580 5.7653 -0.12 0.02 -0.05 0.0860
H 8.7388 5.3157 4.1491 -0.05 0.27 0.07 0.0898
H 1.5068 4.4034 0.6961 0.15 0.07 0.04 0.0743
H -0.4598 5.7412 5.6691 -0.16 0.46 0.16 0.0894
H 2.3306 6.7281 3.4035 0.15 0.01 0.32 0.1028
H 1.3954 -10.6822 2.3036 -0.11 0.15 0.14 0.1237
H 3.2938 -7.3738 -0.0688 -0.04 -0.04 -0.18 0.1108
H 2.7772 2.6663 3.8738 0.09 0.15 0.23 0.1197
H 4.8135 2.3651 2.7700 0.11 0.07 0.03 0.1157
H 5.9879 -1.2614 0.5087 -0.22 -0.12 -0.37 0.0736
H 4.8783 8.1717 2.9678 0.13 -0.01 -0.38 0.1085
H 3.2290 0.7226 2.7454 0.09 -0.49 0.33 0.0980
H -3.3834 -1.9519 -3.7313 -0.17 0.08 -0.03 0.1311
H 5.0592 -5.4514 -0.2256 -0.16 0.07 0.00 0.1264
H 7.0186 6.7531 3.3787 -0.16 0.18 -0.24 0.1259
H -2.7851 -0.1171 1.0977 -0.12 0.03 -0.17 0.1110
H 8.5915 6.4042 5.5897 -0.10 0.04 -0.23 0.0898
H -1.6037 6.5018 2.2934 -0.21 -0.18 0.02 0.1321
H -6.1413 5.9952 -3.3272 -0.04 -0.55 0.29 0.1348
H 2.1766 6.7082 0.8715 -0.24 -0.57 0.22 0.1193
H -1.4492 2.1476 -1.9749 0.09 0.11 0.04 0.1011
H -4.0057 -0.5962 2.3068 0.27 0.22 -0.13 0.1224
H -0.2670 0.4804 -1.5955 0.37 -0.02 -0.02 0.0557
H 3.8936 6.7866 0.8129 0.10 -0.14 0.19 0.1291
H 3.4885 1.9035 5.3526 -0.10 0.32 -0.09 0.1257
H 2.9406 -5.2394 -2.0763 -0.21 -0.08 -0.07 0.0939
H -0.9764 -9.2756 2.1951 0.24 -0.30 0.08 0.1270
H 4.3061 -10.4449 -2.1203 -0.07 0.15 0.13 0.0809
H -2.4502 5.4874 -1.6854 -0.15 -0.25 0.64 0.0740
H -1.1067 -0.9963 -2.1474 -0.93 0.25 -0.35 0.0496
H 6.0170 -0.4511 2.6709 -0.04 0.23 0.09 0.1271
H 6.4752 0.2324 -0.2832 -0.21 -0.08 -0.11 0.0922
H -2.7598 -2.6887 2.5467 -0.31 0.12 0.02 0.1083
H 1.5194 -5.3599 -6.1913 0.59 -0.15 -0.05 0.0905
H 6.6730 1.1189 2.0348 -0.03 -0.46 0.06 0.1277
H -1.7535 -5.8419 -0.3621 -0.54 -0.04 -0.26 0.0818
H 2.3381 -1.8963 -0.6287 0.09 -0.32 -0.35 0.1098
H -1.4902 -2.4406 0.3828 0.20 -0.05 0.03 0.1061
H 4.0534 -2.2880 1.0564 -0.06 0.22 0.31 0.0630
H -4.4290 3.5165 -0.0632 -0.16 0.11 0.21 0.1287
H -6.4185 -0.5497 -4.6623 -0.09 0.28 0.52 0.0848
H 3.1941 -4.9073 -5.6082 -0.07 0.34 -0.20 0.0909
H -0.1621 6.8924 4.2502 0.12 0.23 0.60 0.0891
H 3.8130 -3.5190 2.3499 -0.18 0.14 -0.05 0.0861
H -3.6367 2.2786 2.6206 0.29 0.05 -0.27 0.1208
H -4.2751 8.6950 -4.7148 0.07 0.13 -0.08 0.1273
H 1.8952 -7.4630 -4.6701 -0.02 -0.24 0.28 0.1260
H -2.8836 7.3109 -2.9950 0.34 0.37 -0.06 0.1204
H -3.1016 2.4017 0.2920 0.02 0.28 -0.06 0.1193
H -5.3600 -3.9557 -0.5498 -0.03 0.04 0.20 0.0867
H 0.6969 5.3487 4.4237 -0.03 0.03 -0.15 0.0805
H 2.9527 -8.1528 -2.4969 -0.22 -0.15 0.27 0.1108
H -5.1935 1.8851 -4.9945 0.02 -0.10 0.39 0.0963
H -0.7142 -3.2578 -2.2988 0.23 -0.36 -0.09 0.0857
H 4.4898 5.8873 4.7754 -0.35 0.12 -0.11 0.1325
H 1.5552 -2.8608 4.4898 -0.27 -0.69 -0.13 0.0926
H -6.5418 -2.7377 -0.1491 0.24 0.49 0.50 0.0830
H 2.5929 8.1999 2.4949 -0.05 0.03 0.04 0.1197
H 2.1345 -9.2599 1.4518 -0.06 -0.11 0.50 0.1190
H -4.9493 -0.9629 0.1614 0.04 -0.56 0.15 0.0870
H 0.6803 -1.5978 3.7508 -0.01 -0.01 -0.38 0.0593
H 4.9671 5.5021 3.1159 -0.04 -0.13 0.08 0.1119
H -0.2230 5.4267 2.1305 -0.08 -0.01 0.30 0.1145
H 2.7596 3.2137 0.9989 0.21 -0.02 -0.20 0.0823
H -3.7159 9.1403 -0.2581 0.12 -0.17 -0.38 0.0925
H 2.2152 -1.2166 -2.3256 0.27 -0.01 0.13 0.1293
H 1.6590 0.1953 5.2762 0.18 0.08 0.01 0.1226
H -4.4568 5.3825 -3.0146 -0.36 -0.08 0.33 0.0907
H -1.5017 0.3125 -5.5046 -0.30 -0.37 0.04 0.0838
H 6.4576 7.4719 4.8975 -0.19 0.27 -0.07 0.1294
H 1.0777 1.8476 5.5049 -0.01 0.14 -0.13 0.1244
H 0.1506 2.1623 0.0567 -0.06 0.28 0.01 0.1255
H 1.1100 -0.0966 0.3215 -0.14 -0.07 -0.25 0.1129
H 2.0849 -6.0455 -0.0657 0.16 -0.27 0.52 0.1180
H -2.4942 10.2483 -0.8710 -0.08 -0.11 -0.26 0.0844
```
Forces are in eV/Å.